# 1
Below is C31H32BaN7O2S as an isolated structure in a non-equilibrium geometry, with properties calculated with the ωB97M-V functional and the def2-TZVPD basis.

The electronic energy is -58719.0930 eV. For the highest occupied orbital energy, the calculation gives -9.11 eV. The value obtained for the energy above the lowest of the compared OMol25 structures with the same formula, charge and spin is 39.7 kJ/mol. The total charge is +1. The calculation puts the LUMO energy at -3.1 eV. The max |F| comes out at 0.0196 hartree/bohr. The value obtained for the orbital gap is 6.0 eV.

```
74
Properties=species:S:1:pos:R:3:forces:R:3
H 3.55631 -0.77258 1.76277 0.0 0.0 0.0
H 0.19256 2.45734 -5.69552 0.0 0.0 0.0
H -0.33575 -0.56644 4.80645 0.0 0.0 0.0
C -0.38798 1.35306 -3.95264 0.0 0.0 -0.1
C 1.28135 2.91779 2.08706 0.0 0.0 -0.1
C -0.93477 0.69865 -6.19403 0.0 0.0 0.1
C 1.04585 -3.91626 3.00863 -0.1 0.0 0.0
S -1.02441 -3.33941 -0.39129 0.0 0.1 0.0
C 1.77838 -0.75970 4.66145 0.1 0.0 0.0
H 2.03784 3.35334 1.43762 0.0 0.0 0.0
C 0.28647 2.33029 -3.01169 0.0 0.0 0.0
H 5.03320 1.29148 -1.42947 0.0 0.0 0.0
H -2.05203 -1.14627 -6.29930 0.0 0.0 0.0
N -0.98269 -0.37066 2.25949 0.0 0.0 -0.3
C 1.94078 -0.98283 -1.69500 0.0 0.1 0.2
H -0.89811 0.86528 -7.26241 0.0 0.0 0.0
C 2.18122 -0.29916 -0.48659 -0.1 0.0 0.3
H -2.50227 4.58120 -0.22642 0.0 0.0 0.0
O -1.61943 2.32200 -0.99728 -0.3 0.7 -0.4
C 0.20012 -3.56080 0.76791 0.1 0.0 -0.1
H 3.87682 -0.96930 4.14735 0.0 0.0 0.0
H -4.80270 -0.18531 -0.41686 0.0 0.0 0.0
H 3.49977 -4.09610 0.69368 0.0 0.0 0.0
C 3.31112 0.53052 -0.41879 0.0 0.0 -0.2
H 3.49243 1.10801 0.47864 0.0 0.0 0.0
H -3.08230 4.70451 -1.89180 0.0 0.0 0.0
H 3.17751 -4.31293 3.16494 0.0 0.0 0.0
H -6.78525 -0.54767 1.01600 0.0 0.0 0.0
H -1.58735 5.52752 -1.42415 0.0 0.0 0.0
N -3.43866 -0.23843 1.13804 -0.1 -0.1 0.1
H -0.57378 2.38034 1.86782 0.0 0.1 0.0
C -5.79827 -0.50065 1.45344 -0.1 0.0 0.0
C 4.16728 0.64429 -1.50488 0.0 0.0 0.1
H 2.59310 -1.40043 -3.69301 0.0 0.0 0.0
H 1.64312 -3.64017 -0.63953 0.0 0.0 0.0
C -1.57290 -0.41233 -5.66662 0.0 0.0 -0.1
H 1.06286 3.62503 2.88896 0.0 0.0 0.0
C 1.40566 -0.49810 1.82512 0.0 0.1 -0.2
C -1.44122 3.37851 -1.60799 0.1 0.2 0.0
C -1.57594 -0.57378 -4.29328 0.0 -0.1 0.1
N -1.96610 -0.40832 3.05163 0.1 -0.1 0.3
H 1.06033 -1.61704 -1.77540 0.0 0.0 0.0
C -4.31732 -0.57705 3.32900 0.0 0.0 0.1
C 2.87477 -0.81783 3.76217 -0.1 0.0 0.0
H -6.44355 -0.78821 3.48565 0.0 0.0 0.0
H 0.65085 1.81910 -2.11864 -0.1 0.0 0.0
C 3.92542 -0.04807 -2.68699 0.0 0.0 0.0
H -0.42498 4.34237 -3.07261 0.0 0.0 0.0
N -0.56197 3.45629 -2.61877 0.2 -0.3 0.0
H 4.60410 0.04611 -3.52470 0.0 0.0 0.0
H -4.10818 -0.68669 4.38389 0.0 0.0 0.0
N 1.48798 -3.72930 0.35579 -0.1 0.0 0.0
C 2.80226 -0.85912 -2.77831 0.0 0.1 0.1
H -2.05411 -1.44374 -3.85384 0.0 0.0 0.0
C 2.53631 -3.98996 1.17059 0.0 0.0 0.0
C 0.29153 -0.46770 2.75864 0.3 -0.1 0.3
C 0.52633 -0.59811 4.15427 -0.1 0.0 -0.1
H 0.87103 -3.98369 4.07471 0.0 0.0 0.0
H -1.00003 -3.49604 2.53459 0.0 0.0 0.0
C -5.60166 -0.63439 2.82332 0.1 0.0 0.0
N 1.20453 -0.37676 0.51352 -0.3 -0.3 0.1
Ba -1.21137 -0.05655 -0.42282 0.2 -0.6 -0.7
H 1.67707 1.99690 2.52062 0.0 0.0 0.0
C -4.69179 -0.29855 0.65686 0.4 0.0 0.3
C 0.00374 -3.64235 2.16242 0.0 0.0 0.1
C -0.33165 1.58699 -5.32055 0.0 0.1 -0.1
N -1.00451 0.28229 -3.44137 0.0 0.1 0.1
H 1.93432 -0.84505 5.72813 0.0 0.0 0.0
C 2.69806 -0.69931 2.41595 0.1 0.0 0.1
O 0.12928 2.67327 1.27756 0.0 -0.1 0.1
C 2.34565 -4.10426 2.50971 0.0 0.0 0.1
C -2.19083 4.63526 -1.26564 0.0 -0.1 0.0
C -3.24500 -0.39180 2.45478 -0.2 0.0 -0.1
H 1.16153 2.74149 -3.51094 0.0 0.0 0.0
```
Positions in Å, forces in eV/Å.

# 2
Below is C31H32Cl3N2OP2PtSi as an isolated structure, with properties calculated with the ωB97M-V functional and the def2-TZVPD basis.

The electronic energy is -104962.9867 eV. For the highest occupied orbital energy, the calculation gives -11.09 eV. The value obtained for the energy above the lowest of the compared OMol25 structures with the same formula, charge and spin is 167.7 kJ/mol. The total charge is +1. The calculation puts the LUMO energy at -3.4 eV. The max |F| comes out at 0.0066 hartree/bohr. The value obtained for the orbital gap is 7.7 eV.

```
73
Properties=species:S:1:pos:R:3:forces:R:3
C 1.57681 -1.06504 3.46775 0.0 0.0 0.0
H -3.84666 -5.46298 1.82980 0.0 0.0 0.0
C 1.04164 3.58648 1.91493 0.0 0.0 0.1
N -1.76909 0.79092 -1.11551 0.1 0.1 -0.1
H -2.79821 -4.37718 3.79128 0.0 0.0 0.0
H 0.20880 3.00523 -1.32396 0.0 0.0 0.0
C -4.63091 1.72048 -4.35904 0.0 0.0 0.0
C 2.12664 -0.99871 -0.85378 0.0 0.0 0.0
C -2.50542 -4.09296 2.78946 0.0 0.0 0.0
C 0.84796 -1.77765 -0.51414 0.1 -0.2 0.1
C 0.43538 3.76475 0.67025 0.0 0.0 -0.1
C 1.39834 -1.86632 2.34356 -0.1 0.0 0.1
H -2.60894 2.38703 -3.93214 0.0 0.0 0.0
Cl -2.59352 2.48208 2.40503 0.0 0.1 -0.1
P 1.80855 0.65450 -1.62685 0.0 0.1 0.0
H 2.72461 0.72401 1.29521 -0.1 0.0 0.1
C 0.66582 2.86257 -0.35260 0.0 0.0 0.0
H 3.73001 -4.23487 2.99637 0.0 0.0 0.0
H -5.33896 2.96410 -1.39276 0.0 0.0 0.0
C 2.52460 -1.40844 4.42198 0.0 0.0 0.0
C 3.79920 1.15794 -3.44653 0.0 0.0 0.0
C 6.08584 1.73178 -2.99129 0.0 0.0 0.0
C -3.61728 2.49874 -3.53743 0.0 0.0 0.0
P 0.11905 -1.47280 1.13376 0.1 0.0 -0.1
H -3.87917 3.55858 -3.52589 0.0 0.0 0.0
H -0.21138 4.61676 0.50766 0.0 0.0 0.0
C -4.98624 1.94138 -1.53934 0.1 0.0 0.0
Cl -3.85516 -0.52519 1.70513 0.0 0.0 0.0
H -4.90713 1.45053 -0.57057 0.0 0.0 0.0
C 2.06846 1.56636 1.11327 0.1 -0.1 0.1
H 0.06359 -1.56204 -1.24428 0.0 0.0 0.0
O -5.91155 1.78835 -3.76145 0.0 0.0 0.0
N -3.65020 2.00664 -2.15367 0.0 0.1 0.0
C 2.17467 -3.01464 2.18008 0.0 0.0 0.0
C -1.53524 -3.12197 2.60950 0.1 0.0 0.1
H -4.72227 2.14563 -5.35673 0.0 0.0 0.0
C 5.07836 1.45126 -3.90027 0.0 0.0 0.0
C -2.64161 1.36494 -1.62192 -0.1 -0.1 0.1
H 2.32871 2.34337 3.09961 0.0 0.0 0.0
C 4.53831 1.42104 -1.17773 0.0 0.0 0.0
H 2.64223 -1.54956 -1.64429 0.0 0.0 0.0
H 4.03819 -2.81242 4.99592 0.0 0.0 0.0
C -1.14898 -2.74373 1.32393 0.1 -0.1 0.0
C 1.85763 2.49481 2.13737 0.1 0.0 -0.1
H 0.97548 -0.17196 3.59064 0.0 0.0 0.0
H 5.28352 1.46684 -4.96258 0.0 0.0 0.0
H 1.04396 -2.85251 -0.56141 0.0 0.0 0.0
H 2.65422 -0.78510 5.29700 0.0 0.0 0.0
H 3.01029 0.95125 -4.16063 0.0 0.0 0.0
C 5.81362 1.72027 -1.62868 0.0 0.0 0.0
C 3.29912 -2.54577 4.25181 0.0 0.0 0.0
C -3.09290 -4.69982 1.68828 0.0 0.0 0.0
C -2.70459 -4.33611 0.40653 0.0 0.0 0.0
C 3.12631 -3.34706 3.12936 0.0 0.0 0.0
H -6.94487 1.24384 -2.11036 0.0 0.0 0.0
H 6.59816 1.94648 -0.91832 0.0 0.0 0.0
H 4.34400 1.42719 -0.11197 0.0 0.0 0.0
H -3.15670 -4.81036 -0.45430 0.0 0.0 0.0
Cl -2.02067 -0.09683 4.39430 0.1 0.0 -0.1
H -5.61897 0.14276 -2.54512 0.0 0.0 0.0
C 3.51627 1.13333 -2.08205 0.0 -0.1 0.0
Si -2.20219 0.44851 2.42808 -0.2 -0.3 0.0
H 0.85796 4.30158 2.70607 0.0 0.0 0.0
H 2.03891 -3.65917 1.31985 0.0 0.0 0.0
C 1.49752 1.73632 -0.15699 -0.2 -0.1 0.0
H -1.06631 -2.67291 3.47852 0.0 0.0 -0.1
H -1.46360 -3.08520 -0.78826 0.0 0.0 0.0
H -4.31337 0.67329 -4.44876 0.0 0.0 0.0
C -1.73437 -3.36319 0.22071 -0.1 0.1 0.0
H 2.82512 -0.96702 -0.01342 0.0 0.0 0.0
C -5.92068 1.19606 -2.47537 0.0 0.0 0.0
H 7.08300 1.96499 -3.34088 0.0 0.0 0.0
Pt -0.45371 0.64649 1.05828 0.2 0.1 0.0
```
Positions in Å, forces in eV/Å.

# 3
Below is C31H32ErN7O3S2Se as an isolated structure in a non-equilibrium geometry, with properties calculated with the ωB97M-V functional and the def2-TZVPD basis.

The electronic energy is -163879.1706 eV. For the highest occupied orbital energy (spin up / spin down), the calculation gives -4.78 / -4.78 eV. The value obtained for the energy above the lowest of the compared OMol25 structures with the same formula, charge and spin is 13.6 kJ/mol. The total charge is 0. Its expectation value of S² is 3.753. The calculation puts the LUMO energy (spin up / spin down) at -0.7 / -0.7 eV. The max |F| comes out at 0.0241 hartree/bohr. Its spin multiplicity is 4. The value obtained for the orbital gap (spin up / spin down) is 4.1 / 4.1 eV.

```
77
Properties=species:S:1:pos:R:3:forces:R:3
H -1.32221 2.45862 -1.46822 0.0 0.0 0.0
H 5.43549 3.33095 -0.56081 0.0 0.0 0.0
H 4.81305 2.12518 1.57706 0.0 0.0 0.0
C 3.13210 1.21204 0.66496 -0.1 -0.2 0.2
H -1.79815 -1.50062 -4.61456 0.0 0.0 0.1
C 3.31188 -2.02914 0.68588 0.1 0.0 0.0
N 0.38899 -0.24676 -2.36786 0.0 0.5 -0.5
C -0.52116 -1.04607 -2.97404 0.2 -0.2 0.4
C -3.00478 -0.71314 3.97905 0.0 0.0 0.0
N -0.55473 2.34185 0.49617 0.1 -0.2 -0.2
H -2.00204 3.65196 -0.33458 0.1 0.0 0.0
H 3.97367 3.00572 -2.53619 0.0 0.0 0.0
H 0.65751 -5.38523 -1.28671 0.0 0.0 0.0
C 0.46865 3.37920 0.29710 0.1 0.0 0.0
N 2.30915 1.01561 -0.39186 0.3 0.4 -0.3
N -1.24095 -1.77197 0.91412 0.6 0.4 -0.2
O 1.58591 0.71118 5.55686 0.0 -0.1 0.0
N -3.30031 -3.41820 0.73655 -0.4 0.1 -0.4
S 1.64472 1.50072 4.36485 0.3 0.3 0.0
H -0.80056 -1.93087 -2.41588 -0.2 0.1 0.1
C -1.06507 -0.81895 -4.21061 0.0 0.0 -0.4
H -1.75901 3.32811 1.91707 0.0 0.0 0.0
Er 0.20851 -0.20183 0.12265 -1.2 -0.1 -0.1
H -4.63902 -0.85790 -2.82457 0.0 0.1 0.0
H -1.08286 0.54350 -5.88612 0.0 0.0 0.0
C 1.23372 -3.48717 -0.50580 0.1 -0.1 0.0
Se -1.87034 -3.25299 1.83642 0.4 -0.3 0.4
C -3.74763 0.25927 3.33347 0.0 0.0 0.0
C -1.62462 -0.71792 3.86049 0.0 0.1 0.1
C -3.10355 1.26113 2.62154 0.0 0.0 -0.1
H 1.98580 -2.70479 -2.35507 -0.1 0.1 0.0
C -0.98621 0.24694 3.09420 0.1 0.0 0.0
C 4.24168 2.01441 0.66750 0.2 0.1 0.0
C 2.46123 -2.80076 1.46774 0.0 -0.1 0.0
C 3.11606 -1.97215 -0.68626 0.1 -0.1 0.0
H 2.61627 -2.86395 2.53631 0.0 0.0 0.0
H -1.02615 -1.46934 4.35591 0.0 0.0 0.0
C 2.63452 1.67249 -1.51351 -0.1 -0.2 0.3
C 0.81221 0.80476 -3.09082 0.0 -0.4 0.3
H -3.68390 2.05943 2.17287 0.0 0.0 0.0
H -4.82809 0.25213 3.39062 0.0 0.0 0.0
C 4.57180 2.68261 -0.50872 -0.2 -0.1 0.1
C 3.75931 2.50381 -1.60089 0.1 0.1 -0.1
H 0.79767 3.37800 -0.74288 0.0 0.0 0.0
S 0.77807 0.07120 2.85160 -0.6 0.1 0.2
C 1.45095 -3.53869 0.87224 0.1 -0.1 0.0
H 0.66883 1.98314 -4.88093 0.0 0.0 0.0
C 0.22038 -4.39454 -1.14470 -0.1 0.1 0.1
O 2.94164 1.67384 3.74916 0.1 -0.1 -0.1
C 2.07202 -2.68027 -1.27524 0.1 -0.2 0.1
C -4.16685 -2.19198 -1.20020 0.1 0.0 0.0
C -1.65838 2.61541 -0.44027 -0.1 -0.1 0.0
H -0.09096 -4.02566 -2.12227 0.0 0.0 0.0
H 1.32447 3.19729 0.94667 0.0 0.0 0.0
N -2.05338 -0.34407 -0.71315 0.3 -0.6 0.5
C -3.28544 -2.41403 -0.13087 -0.3 -0.6 0.2
C 0.29747 1.11469 -4.35092 -0.1 0.2 -0.2
C -2.95938 -0.16380 -1.74101 -0.2 0.5 -0.4
H 4.15633 -1.52575 1.13811 0.0 0.1 0.0
H -3.49306 -1.49018 4.55082 0.0 0.0 0.0
H 3.82387 -1.44003 -1.31020 -0.1 0.1 0.0
H 0.06407 4.37067 0.53065 0.0 0.0 0.0
N 1.84327 1.61617 -2.64332 0.0 0.2 -0.1
H -0.65853 -4.50984 -0.50753 0.0 0.1 0.0
H 2.14786 2.26115 -3.35221 0.0 0.0 0.0
H -2.84300 0.74027 -2.32664 0.0 0.0 0.0
H -4.96636 -2.89317 -1.39259 0.0 0.0 0.0
C -2.19628 -1.46495 0.00855 0.1 0.5 -0.2
O 0.77650 2.64965 4.31874 0.0 -0.1 -0.1
H -0.21504 2.75000 2.51666 0.1 0.1 0.0
H 2.86970 0.71416 1.58430 0.0 -0.1 0.0
H -2.48813 1.94245 -0.24388 0.0 0.0 0.0
C -1.05283 2.48942 1.88284 -0.1 -0.2 0.2
C -0.66360 0.30904 -4.91812 0.1 -0.1 0.3
C -3.97008 -1.05145 -1.99469 0.2 0.2 0.1
C -1.72043 1.28427 2.49295 0.0 0.0 0.0
H 0.84778 -4.20424 1.47197 -0.1 0.1 0.0
```
Positions in Å, forces in eV/Å.

Among the records above, which one has the lowest max |F|?
C31H32Cl3N2OP2PtSi